(1)
The following is a DFT calculation (ωB97M-V/def2-TZVPD) of a gas-phase ion, C4H12N3Si (charge +1) at a distorted geometry.

Values from the calculation:
relative energy (zero: lowest compared OMol25 entry of this formula, charge and spin)	0.0	kcal/mol
HOMO	-14.3162	eV
SMILES string	CC[Si](C)(C)N=[N+]=N
gap between HOMO and LUMO	9.778	eV
net charge	+1
E_tot	-613.02887	a.u.

Last column: Löwdin charge in e.
Element x y z (Å)
C: 0.954 -1.466 -1.932  -0.172
C: -1.765 0.999 -1.125  -0.129
C: 1.166 1.579 0.389  -0.152
C: 0.473 -1.461 -0.467  -0.316
N: -0.342 0.256 3.809  0.290
N: -0.815 -0.296 1.644  0.164
N: -0.688 -0.012 2.748  -0.140
Si: -0.210 0.313 -0.134  0.776
H: 1.146 -2.509 -2.285  0.089
H: 0.125 -1.091 -2.561  0.066
H: 1.905 -0.897 -2.126  0.088
H: -1.526 1.591 -1.983  0.037
H: -2.212 0.132 -1.565  0.020
H: -2.583 1.198 -0.506  0.009
H: 1.046 1.944 1.427  0.029
H: 2.051 0.896 0.457  0.051
H: 1.238 2.438 -0.238  0.023
H: -0.384 -2.157 -0.550  0.087
H: 1.154 -1.725 0.312  0.060
H: -0.735 0.268 4.688  0.121

Forces on the atoms, in the same order (eV/Å):
1.16 -0.47 -0.55
2.16 -2.57 0.53
-0.66 -2.32 1.20
-1.84 1.43 -1.81
2.39 0.53 -0.04
-0.43 0.66 0.92
-0.60 -0.75 -2.89
0.01 0.31 -0.20
-0.09 0.80 0.33
0.57 0.00 0.07
-1.02 -0.33 0.16
0.09 1.06 0.04
0.09 -1.19 -0.66
-0.93 1.65 1.15
-0.25 -0.11 -0.44
-0.27 1.01 -0.48
0.37 0.35 -0.67
0.25 0.32 0.92
0.60 -0.40 0.30
-1.61 0.01 2.12

(2)
The following is a DFT calculation (ωB97M-V/def2-TZVPD) of 2 unconnected molecules or ions with the total composition C4H12N4 at a distorted geometry.

Values from the calculation:
spin multiplicity	2
relative energy (zero: lowest compared OMol25 entry of this formula, charge and spin)	0.0	kcal/mol
HOMO (spin up / spin down)	0.8773 / -5.3017	eV
<S²>	0.751
gap between HOMO and LUMO (spin up / spin down)	3.162 / 9.205	eV
net charge	-1
E_tot	-378.55598	a.u.

Last column: Löwdin spin population.
Element x y z (Å)
C: -3.192 0.516 1.044  0.020
C: -1.700 0.528 0.807  0.048
C: -0.232 2.282 1.201  0.129
N: -1.258 1.891 0.495  0.072
H: -3.597 -0.490 1.359  0.012
H: -3.453 1.224 1.889  0.001
H: -3.842 0.855 0.173  0.001
H: -1.492 -0.152 0.004  0.018
H: -1.115 0.130 1.694  0.041
H: 0.264 1.789 2.024  0.065
H: 0.052 3.311 0.962  0.020
N: 2.899 -1.109 -0.408  0.098
C: 1.651 -1.223 -1.042  0.132
N: 0.889 -2.347 -0.664  0.053
N: 1.103 -0.326 -1.848  0.025
H: 3.233 -0.148 -0.420  0.082
H: 2.963 -1.636 0.451  0.078
H: 0.473 -2.193 0.262  0.068
H: 0.103 -2.395 -1.312  0.014
H: 1.829 0.317 -2.175  0.023

Forces on the atoms, in the same order (eV/Å):
-1.99 0.33 0.93
0.27 0.40 1.06
-1.92 1.02 -1.73
1.54 -0.75 1.33
0.60 0.79 -0.36
0.27 -0.69 -0.81
1.15 -0.38 0.79
0.45 -0.23 -0.84
-0.79 0.25 -0.71
-0.02 -0.53 0.10
0.47 -0.20 0.24
-1.16 -0.15 -1.32
-0.70 2.03 -0.52
-0.15 0.10 -0.17
1.52 -2.03 0.63
0.02 -0.23 0.52
0.16 0.17 0.23
0.32 -0.11 0.19
0.15 0.08 0.10
-0.19 0.13 0.35

(3)
The following is a DFT calculation (ωB97M-V/def2-TZVPD) of a single C4H12N4 molecule at a distorted geometry.

Values from the calculation:
relative energy (zero: lowest compared OMol25 entry of this formula, charge and spin)	34.6	kcal/mol
HOMO	-8.5181	eV
SMILES string	N[C@H]1[C@@H](N)[C@@H](N)[C@H]1N
gap between HOMO and LUMO	9.520	eV
E_tot	-378.58308	a.u.

Last column: Löwdin charge in e.
Element x y z (Å)
C: -0.264 1.194 0.017  -0.334
C: -1.213 -0.023 0.192  -0.310
C: -0.077 -0.869 0.825  -0.336
C: 0.830 0.413 0.825  -0.339
H: -0.163 2.490 -1.592  0.084
H: 1.087 1.362 -1.458  0.081
H: -0.660 1.967 0.793  0.154
H: -1.977 0.151 0.961  0.128
H: -2.612 -1.040 -0.899  0.063
H: -1.906 0.140 -1.727  0.044
H: -0.284 -1.165 1.901  0.142
H: 0.649 -2.737 0.738  0.088
H: -0.191 -2.190 -0.744  0.114
H: 0.897 0.745 1.843  0.121
H: 2.809 0.834 0.636  0.086
H: 2.237 -0.635 -0.212  0.088
N: 0.066 1.529 -1.309  0.041
N: -1.763 -0.545 -1.039  0.049
N: 0.473 -1.945 0.087  0.013
N: 2.063 0.324 0.162  0.023

Forces on the atoms, in the same order (eV/Å):
-1.35 0.45 3.27
-0.46 -0.53 -0.27
0.34 0.72 1.78
-0.93 -0.34 -0.56
0.19 -0.73 0.37
-1.01 0.16 0.23
0.59 -0.24 -2.07
-0.02 0.13 -0.22
-0.69 -0.38 0.18
0.15 1.09 -0.93
0.02 0.18 -1.17
-0.39 0.60 -1.28
1.57 0.36 2.04
0.29 0.61 0.47
-0.12 -0.88 -0.46
0.14 1.12 0.70
0.92 1.18 -1.01
0.62 -1.01 0.90
-1.10 -1.91 -1.51
1.26 -0.56 -0.46

(4)
The following is a DFT calculation (ωB97M-V/def2-TZVPD) of 2 unconnected molecules or ions with the total composition C4H12N4O at a distorted geometry.

Values from the calculation:
relative energy (zero: lowest compared OMol25 entry of this formula, charge and spin)	39.0	kcal/mol
HOMO	-8.0586	eV
SMILES string	NN=C(N)N.CCC=O
gap between HOMO and LUMO	8.906	eV
E_tot	-453.84005	a.u.

Last column: Löwdin charge in e.
Element x y z (Å)
C: 1.455 -0.835 -0.252  -0.213
C: 2.239 -0.666 1.040  -0.121
C: 0.078 -1.518 -0.007  -0.290
O: -0.535 -2.078 -0.883  0.002
H: -0.136 -1.697 1.062  0.119
H: 2.005 -1.456 -0.964  0.113
H: 1.316 0.123 -0.764  0.080
H: 2.450 -1.637 1.485  0.074
H: 1.673 -0.081 1.764  0.058
H: 3.184 -0.157 0.856  0.071
C: -1.034 1.168 -0.040  -0.575
N: -2.665 -0.280 -0.789  -0.013
N: -0.579 1.461 -1.318  0.137
N: -0.482 1.918 0.985  0.120
N: -1.884 0.249 0.260  -0.036
H: -2.086 -0.864 -1.397  0.045
H: -3.352 -0.882 -0.344  0.074
H: -0.202 2.390 -1.432  0.096
H: -1.220 1.158 -2.038  0.087
H: 0.501 2.123 0.881  0.082
H: -0.725 1.561 1.896  0.092

Forces on the atoms, in the same order (eV/Å):
-0.68 0.00 0.00
-0.11 -0.02 -0.12
1.81 -0.60 -0.22
-0.10 0.16 -0.03
-0.39 0.24 0.01
-0.16 -0.11 0.05
-0.14 -0.13 0.10
0.08 -0.02 0.11
-0.01 0.03 0.09
0.06 -0.02 0.04
-0.41 -0.63 -0.33
0.22 0.30 -0.30
-0.32 0.04 0.43
0.28 0.09 -0.12
-0.02 0.64 0.36
-0.16 -0.13 0.22
0.25 0.08 -0.18
-0.22 -0.01 -0.13
0.03 0.14 -0.05
0.01 -0.04 0.09
-0.01 -0.01 -0.03

(5)
The following is a DFT calculation (ωB97M-V/def2-TZVPD) of 2 unconnected molecules or ions with the total composition C4H12N4O at a distorted geometry.

Values from the calculation:
relative energy (zero: lowest compared OMol25 entry of this formula, charge and spin)	2.1	kcal/mol
HOMO	-8.7260	eV
SMILES string	[H]/N=C(/C)N.CNC(N)=O
gap between HOMO and LUMO	9.550	eV
E_tot	-453.89888	a.u.

Last column: Löwdin charge in e.
Element x y z (Å)
C: -0.427 1.001 1.783  -0.077
N: -1.389 0.282 0.986  0.002
C: -1.732 0.672 -0.299  -0.638
N: -2.831 0.026 -0.814  0.157
O: -1.275 1.673 -0.826  0.004
H: -1.832 -0.525 1.394  0.130
H: -3.214 -0.791 -0.372  0.095
H: -3.073 0.252 -1.763  0.106
H: -0.101 1.868 1.213  0.085
H: 0.427 0.359 2.017  0.074
H: -0.875 1.327 2.723  0.080
C: 2.601 -1.054 0.050  -0.054
C: 1.263 -0.791 -0.584  -0.571
N: 1.197 0.380 -1.335  0.118
N: 0.436 -1.752 -0.672  0.103
H: 0.415 0.988 -1.542  0.057
H: 2.036 0.936 -1.419  0.085
H: -0.431 -1.492 -1.137  0.026
H: 2.828 -0.284 0.786  0.069
H: 2.595 -2.031 0.521  0.072
H: 3.382 -1.042 -0.709  0.077

Forces on the atoms, in the same order (eV/Å):
0.14 -0.17 -0.03
-0.34 0.03 -0.96
-1.31 0.65 2.00
0.52 -0.18 -0.13
0.39 -0.18 -0.51
0.12 0.03 -0.18
0.02 -0.02 -0.20
-0.04 -0.13 0.09
0.04 -0.06 0.08
0.07 0.13 -0.05
-0.01 0.08 -0.01
-0.14 0.18 0.21
0.43 -0.05 -2.06
0.99 0.77 0.10
-0.75 -0.16 1.22
-0.60 -0.81 0.39
0.17 -0.31 0.41
0.21 0.08 -0.37
0.11 0.02 0.07
-0.06 0.01 0.03
0.06 0.07 -0.09

(6)
The following is a DFT calculation (ωB97M-V/def2-TZVPD) of 2 unconnected molecules or ions with the total composition C4H12N4O at a distorted geometry.

Values from the calculation:
relative energy (zero: lowest compared OMol25 entry of this formula, charge and spin)	95.7	kcal/mol
HOMO	-9.1757	eV
SMILES string	NNC(N)(N)O.C#CC
gap between HOMO and LUMO	10.004	eV
E_tot	-453.74962	a.u.

Last column: Löwdin charge in e.
Element x y z (Å)
C: 2.474 1.139 -0.986  -0.101
C: 2.017 0.518 0.248  -0.202
C: 1.852 0.199 1.410  0.052
O: 0.088 -0.389 -1.083  -0.164
H: 0.533 -1.217 -1.301  0.047
H: 3.028 2.052 -0.748  0.087
H: 3.122 0.456 -1.548  0.086
H: 1.623 1.395 -1.611  0.068
H: 2.105 0.108 2.436  0.039
H: 0.076 -0.941 1.361  0.036
N: -1.838 0.587 0.055  -0.066
C: -1.287 -0.699 -0.113  -0.606
N: -1.339 1.419 1.084  0.018
N: -2.158 -1.549 -0.830  0.107
N: -0.863 -1.272 1.086  0.112
H: -1.831 1.093 -0.822  0.118
H: -1.664 1.032 1.964  0.072
H: -0.317 1.408 1.091  0.040
H: -1.711 -1.985 -1.625  0.082
H: -2.999 -1.071 -1.127  0.084
H: -0.909 -2.281 1.058  0.088

Forces on the atoms, in the same order (eV/Å):
-0.22 -0.16 -0.46
0.56 0.18 2.00
0.91 0.60 -1.39
-2.09 -0.47 0.55
-0.14 -0.12 0.20
-0.01 -0.18 0.02
-0.11 0.17 0.09
0.03 0.00 -0.08
-0.37 -0.27 0.31
-0.77 -0.26 -0.20
-0.18 0.16 -0.09
1.56 0.46 -0.92
0.22 -0.05 -0.02
-0.20 -0.21 -0.48
0.93 -0.04 0.45
-0.04 -0.03 0.08
0.04 0.07 -0.13
-0.22 -0.06 0.02
0.00 0.06 0.08
0.13 0.06 0.05
-0.02 0.10 -0.08

(7)
The following is a DFT calculation (ωB97M-V/def2-TZVPD) of 4 unconnected molecules or ions with the total composition C4H12N4O8 at a distorted geometry.

Values from the calculation:
relative energy (zero: lowest compared OMol25 entry of this formula, charge and spin)	31.6	kcal/mol
HOMO	-10.3662	eV
SMILES string	C[N+](=O)[O-].C[N+](=O)[O-].C[N+](=O)[O-].C[N+](=O)[O-]
gap between HOMO and LUMO	10.236	eV
E_tot	-980.12620	a.u.

Last column: Löwdin charge in e.
Element x y z (Å)
C: 0.902 0.911 -0.758  0.045
N: 1.350 -0.056 0.309  -0.415
O: 0.717 -1.105 0.504  0.016
O: 2.489 0.056 0.681  0.057
H: 1.771 1.244 -1.324  0.098
H: 0.362 1.720 -0.266  0.096
H: 0.172 0.338 -1.330  0.071
C: 4.184 4.611 1.806  0.048
N: 3.916 3.491 0.864  -0.417
O: 4.871 3.125 0.142  0.043
O: 2.759 3.074 0.748  0.036
H: 5.260 4.781 1.780  0.097
H: 3.773 4.271 2.757  0.104
H: 3.664 5.409 1.276  0.105
C: -0.985 -4.141 -0.150  0.047
N: -2.180 -3.889 -0.985  -0.455
O: -3.291 -4.196 -0.659  0.057
O: -2.033 -3.266 -2.042  0.028
H: -0.906 -5.227 -0.212  0.102
H: -1.116 -3.967 0.918  0.106
H: -0.227 -3.535 -0.648  0.097
C: -4.326 -0.513 -0.474  0.052
N: -2.835 -0.593 -0.527  -0.391
O: -2.285 0.195 -1.372  0.020
O: -2.342 -1.214 0.409  0.052
H: -4.708 -1.519 -0.297  0.095
H: -4.566 -0.211 -1.493  0.098
H: -4.392 0.205 0.344  0.109

Forces on the atoms, in the same order (eV/Å):
-1.11 -0.42 0.49
0.76 -2.53 -1.50
-0.35 1.70 -0.01
0.55 0.85 0.89
-0.16 -0.07 0.37
0.29 0.09 -0.07
0.18 0.22 -0.13
-0.02 -0.69 -0.75
0.54 -1.37 -2.29
-1.88 0.52 1.48
1.69 0.71 0.47
-0.26 -0.06 0.30
0.01 0.64 -0.04
-0.12 0.33 0.80
-0.11 -0.67 -0.34
-0.98 2.31 -1.66
-0.69 -1.22 1.58
1.21 -0.46 0.60
0.72 0.01 -0.31
-0.43 0.66 -0.34
0.26 -0.48 0.52
1.07 -0.49 -1.17
0.73 1.75 -0.26
-0.78 -2.80 2.55
0.49 0.74 -1.81
0.01 0.28 0.43
-0.60 0.51 0.51
-1.02 -0.06 -0.29

(8)
The following is a DFT calculation (ωB97M-V/def2-TZVPD) of 2 unconnected molecules or ions with the total composition C4H12NO at a distorted geometry.

Values from the calculation:
relative energy (zero: lowest compared OMol25 entry of this formula, charge and spin)	46.2	kcal/mol
HOMO	-14.5948	eV
gap between HOMO and LUMO	11.219	eV
net charge	+1
E_tot	-289.30130	a.u.

Last column: Löwdin charge in e.
Element x y z (Å)
C: 0.414 1.872 -1.646  -0.104
C: 0.742 0.375 -1.516  -0.196
C: -0.218 -0.279 -0.600  -0.254
C: -0.761 -1.489 -0.437  0.106
N: -0.183 0.497 0.778  0.180
H: 0.913 2.557 -0.984  0.065
H: -0.607 2.104 -1.777  0.067
H: 0.934 2.246 -2.611  0.121
H: 1.767 0.372 -1.073  0.140
H: 0.710 -0.055 -2.494  0.120
H: -0.952 -2.216 -1.265  0.105
H: -1.276 -1.904 0.481  0.090
H: 0.884 0.566 0.908  0.186
H: -0.437 1.497 0.977  0.179
H: -0.533 -0.015 1.628  0.125
H: -0.553 -2.705 2.816  0.081
H: -0.295 -1.706 3.887  0.081
O: -0.550 -1.716 2.928  -0.094

Forces on the atoms, in the same order (eV/Å):
2.25 0.72 -2.89
-0.12 1.60 0.66
-0.42 -0.95 2.68
-1.46 -0.87 -0.59
2.65 0.52 1.41
-0.10 -0.05 1.07
-1.20 0.17 0.07
-0.98 -0.73 1.18
-0.57 -0.71 -0.46
0.18 -0.61 -0.37
0.90 0.95 0.42
0.77 1.27 -0.92
-1.74 -0.26 0.25
-0.42 -0.95 -1.38
0.23 -0.30 -1.05
-0.13 1.33 -0.36
-0.35 0.54 -1.08
0.51 -1.66 1.36